[1]
Entry from the OMol25 dataset: a cluster of 10 separate species, C18H44F12N5O10 in total at a distorted geometry (ωB97M-V with the def2-TZVPD basis set).

CARTESIAN COORDINATES (ANGSTROEM)
N (-2.844, -1.503, -0.034)
H (-3.085, -2.501, 0.049)
H (-3.096, -1.196, -1.024)
H (-1.791, -1.357, 0.268)
H (-3.455, -1.031, 0.640)
N (-1.900, -2.171, 3.235)
H (-1.140, -2.827, 3.450)
H (-2.301, -1.965, 4.158)
H (-2.638, -2.621, 2.677)
H (-1.367, -1.361, 2.710)
N (0.929, -4.274, 1.444)
H (0.208, -4.962, 1.183)
H (0.671, -3.291, 1.074)
H (1.860, -4.585, 1.103)
H (0.997, -4.217, 2.460)
N (1.945, -0.284, 5.258)
H (1.528, -1.178, 5.468)
H (1.271, 0.284, 4.571)
H (2.945, -0.350, 4.905)
H (2.057, 0.226, 6.154)
N (-1.701, 1.843, 5.514)
H (-1.421, 2.754, 5.932)
H (-0.923, 1.556, 4.772)
H (-2.605, 2.005, 5.043)
H (-1.843, 1.141, 6.241)
O (0.137, 1.055, 3.556)
C (0.169, 0.862, 2.113)
C (0.493, -0.362, 1.229)
O (-0.174, -1.604, 1.154)
H (0.832, 1.657, 1.755)
H (-0.888, 1.109, 1.816)
H (1.572, -0.551, 1.486)
H (0.564, 0.045, 0.207)
C (0.198, 3.518, -1.826)
C (0.073, 2.064, -2.178)
O (-0.379, 1.864, -3.524)
C (0.524, 1.911, -4.440)
O (1.625, 2.160, -4.264)
C (-0.095, 1.595, -5.808)
F (0.585, 2.158, -6.789)
F (-0.118, 0.301, -6.014)
F (-1.345, 2.066, -5.860)
H (-0.754, 4.009, -1.991)
H (0.997, 3.956, -2.409)
H (0.431, 3.519, -0.757)
H (-0.686, 1.567, -1.563)
H (1.006, 1.509, -2.027)
C (5.308, 2.306, 1.906)
C (4.507, 1.306, 2.689)
O (4.786, -0.008, 2.181)
C (4.683, -1.017, 2.922)
O (4.383, -1.031, 4.067)
C (5.045, -2.348, 2.255)
F (3.959, -3.132, 2.298)
F (5.419, -2.187, 0.995)
F (6.009, -2.943, 2.944)
H (6.351, 2.024, 1.858)
H (5.235, 3.277, 2.396)
H (4.843, 2.437, 0.930)
H (3.439, 1.543, 2.682)
H (4.818, 1.344, 3.741)
C (2.461, -2.064, -2.859)
C (1.001, -1.743, -2.706)
O (0.286, -2.189, -3.845)
C (-1.002, -2.132, -3.811)
O (-1.660, -1.801, -2.878)
C (-1.593, -2.443, -5.191)
F (-2.059, -3.683, -5.180)
F (-2.559, -1.593, -5.430)
F (-0.644, -2.364, -6.124)
H (2.860, -1.870, -3.851)
H (2.742, -3.066, -2.524)
H (3.016, -1.383, -2.209)
H (0.970, -0.643, -2.656)
H (0.566, -2.050, -1.750)
C (-3.455, 2.517, 0.030)
C (-4.846, 2.294, -0.518)
O (-4.890, 2.170, -1.923)
C (-4.404, 1.135, -2.474)
O (-3.812, 0.249, -1.926)
C (-4.659, 1.107, -3.995)
F (-5.505, 0.131, -4.303)
F (-5.140, 2.295, -4.412)
F (-3.486, 0.892, -4.599)
H (-3.001, 3.420, -0.369)
H (-2.793, 1.692, -0.263)
H (-3.505, 2.522, 1.118)
H (-5.487, 3.116, -0.232)
H (-5.256, 1.367, -0.101)

Computed properties:
Total charge = +3
Kohn-Sham gap = 7.10 eV
Spin multiplicity = 1
LUMO level = -9.3 eV
ΔE to the lowest compared entry with this formula, charge and spin = 0.0 kcal/mol

=====

[2]
Entry from the OMol25 dataset: a cluster of 3 separate species, C18H44N2PS in total (ωB97M-V with the def2-TZVPD basis set).

CARTESIAN COORDINATES (ANGSTROEM)
C (-7.031, 3.997, -6.198)
P (-5.241, 4.382, -5.883)
C (-4.491, 2.892, -6.744)
C (-5.131, 3.975, -4.146)
C (-3.994, 4.674, -3.416)
C (-2.632, 3.992, -3.631)
C (-2.641, 2.533, -3.166)
S (-1.753, 2.329, -1.572)
H (-7.156, 3.445, -7.133)
H (-7.622, 4.911, -6.270)
H (-7.403, 3.379, -5.377)
H (-4.152, 3.146, -7.754)
H (-5.194, 2.055, -6.797)
H (-3.635, 2.557, -6.158)
H (-6.093, 4.269, -3.709)
H (-4.199, 4.653, -2.336)
H (-3.857, 5.740, -3.680)
H (-1.835, 4.543, -3.119)
H (-2.389, 4.027, -4.698)
H (-2.174, 1.857, -3.878)
H (-3.680, 2.232, -3.039)
H (-1.299, 1.091, -1.782)
C (0.062, -0.354, 0.644)
C (1.464, -0.911, 0.459)
N (2.058, -0.557, -0.816)
C (3.252, -1.320, -1.125)
C (4.475, -1.147, -0.213)
C (2.101, 0.867, -1.123)
C (2.804, 1.789, -0.119)
H (-0.580, -0.634, -0.191)
H (-0.378, -0.747, 1.563)
H (0.057, 0.734, 0.721)
H (1.422, -2.004, 0.489)
H (2.082, -0.606, 1.322)
H (3.536, -1.083, -2.154)
H (2.966, -2.377, -1.118)
H (4.955, -0.179, -0.350)
H (5.214, -1.920, -0.437)
H (4.206, -1.246, 0.840)
H (1.078, 1.221, -1.252)
H (2.573, 0.965, -2.104)
H (2.476, 1.587, 0.903)
H (2.551, 2.826, -0.343)
H (3.889, 1.693, -0.147)
C (2.773, -3.957, 2.574)
C (2.175, -4.354, 3.913)
N (2.634, -3.504, 4.999)
C (2.294, -4.009, 6.317)
C (0.811, -4.092, 6.697)
C (2.454, -2.073, 4.793)
C (1.044, -1.571, 4.459)
H (3.862, -3.920, 2.628)
H (2.485, -4.675, 1.804)
H (2.412, -2.980, 2.253)
H (2.473, -5.377, 4.161)
H (1.078, -4.369, 3.814)
H (2.816, -3.387, 7.050)
H (2.729, -5.010, 6.396)
H (0.376, -3.108, 6.868)
H (0.697, -4.669, 7.616)
H (0.225, -4.589, 5.922)
H (3.125, -1.763, 3.988)
H (2.820, -1.575, 5.694)
H (0.583, -2.170, 3.672)
H (1.095, -0.543, 4.095)
H (0.379, -1.585, 5.322)

Computed properties:
Total charge = -1
Kohn-Sham gap = 3.79 eV
Spin multiplicity = 1
LUMO level = 2.2 eV

=====

[3]
Entry from the OMol25 dataset: a structure of composition C18H44N6O8Zr at a distorted geometry (ωB97M-V with the def2-TZVPD basis set).

CARTESIAN COORDINATES (ANGSTROEM)
Zr (-1.515, 0.511, -3.008)
O (-2.396, 1.943, -1.765)
H (-1.704, 2.329, -1.223)
O (0.115, 0.346, -1.787)
H (0.580, 0.725, -1.042)
C (-0.306, 2.703, 4.162)
O (-1.371, 2.321, 4.595)
N (-0.068, 3.148, 2.914)
C (1.171, 3.780, 2.512)
C (-1.067, 2.966, 1.875)
H (0.608, 2.763, 4.776)
H (1.319, 3.602, 1.448)
H (2.011, 3.335, 3.042)
H (1.162, 4.869, 2.585)
H (-2.037, 2.601, 2.207)
H (-1.335, 3.846, 1.283)
H (-0.668, 2.239, 1.154)
C (-3.099, -0.980, -0.025)
O (-2.398, -0.601, -0.968)
N (-2.836, -2.097, 0.663)
C (-3.874, -2.660, 1.501)
C (-1.549, -2.792, 0.609)
H (-3.969, -0.470, 0.410)
H (-4.889, -2.299, 1.326)
H (-3.675, -2.559, 2.568)
H (-4.006, -3.720, 1.265)
H (-1.607, -3.625, -0.092)
H (-0.818, -2.021, 0.383)
H (-1.357, -3.211, 1.596)
C (1.052, -0.732, 2.317)
O (2.269, -0.779, 2.328)
N (0.272, -0.880, 3.405)
C (0.805, -1.098, 4.740)
C (-1.171, -0.739, 3.267)
H (0.463, -0.577, 1.396)
H (0.457, -0.251, 5.333)
H (1.873, -1.262, 4.847)
H (0.409, -1.999, 5.216)
H (-1.550, -0.548, 2.268)
H (-1.707, -1.605, 3.661)
H (-1.447, 0.122, 3.886)
C (0.411, 3.387, -3.813)
O (-0.295, 2.387, -3.567)
N (1.134, 4.043, -2.922)
C (1.014, 3.839, -1.493)
C (2.028, 5.144, -3.303)
H (0.509, 3.828, -4.809)
H (1.960, 3.587, -1.015)
H (0.361, 3.027, -1.195)
H (0.605, 4.783, -1.129)
H (1.800, 6.017, -2.693)
H (3.052, 4.837, -3.097)
H (1.895, 5.358, -4.360)
C (5.602, -0.197, -1.217)
O (6.767, -0.373, -0.971)
N (4.569, -0.744, -0.504)
C (3.221, -0.364, -0.849)
C (4.764, -1.591, 0.638)
H (5.187, 0.444, -2.014)
H (3.143, 0.613, -1.320)
H (2.635, -0.457, 0.072)
H (2.732, -1.155, -1.439)
H (5.720, -2.112, 0.641)
H (4.793, -0.915, 1.500)
H (4.004, -2.326, 0.900)
C (-1.328, -2.966, -3.121)
O (-1.447, -1.716, -3.152)
N (-2.337, -3.797, -3.131)
C (-2.095, -5.243, -3.235)
C (-3.762, -3.454, -3.047)
H (-0.367, -3.482, -3.205)
H (-2.803, -5.853, -2.674)
H (-1.114, -5.448, -2.811)
H (-2.222, -5.588, -4.261)
H (-4.200, -3.843, -3.964)
H (-4.221, -3.929, -2.182)
H (-3.862, -2.384, -2.880)

Computed properties:
Total charge = +2
Kohn-Sham gap = 4.90 eV
Spin multiplicity = 1
LUMO level = -7.6 eV
ΔE to the lowest compared entry with this formula, charge and spin = 51.4 kcal/mol

=====

[4]
Entry from the OMol25 dataset: a structure of composition C18H44NO2P2PmSi2 at a distorted geometry (ωB97M-V with the def2-TZVPD basis set).

CARTESIAN COORDINATES (ANGSTROEM)
C (5.023, 0.344, 1.410)
C (3.635, 0.174, 1.295)
N (3.014, 0.357, 0.092)
C (3.735, 0.705, -1.013)
C (5.117, 0.915, -0.932)
C (5.771, 0.729, 0.292)
C (2.770, -0.162, 2.483)
P (1.162, -0.931, 1.940)
Pm (0.863, 0.190, -0.037)
P (1.179, 1.224, -2.039)
C (2.980, 0.792, -2.320)
O (1.584, 2.238, 4.204)
O (-0.613, 2.501, 2.610)
H (5.502, 0.190, 2.381)
H (5.673, 1.204, -1.829)
H (6.852, 0.879, 0.372)
C (1.498, -2.740, 1.858)
C (0.032, -0.760, 3.375)
H (3.492, 1.454, -3.040)
H (2.945, -0.225, -2.760)
H (2.452, 0.776, 3.001)
H (3.325, -0.770, 3.219)
C (0.331, 0.653, -3.566)
C (1.116, 3.062, -2.162)
H (-0.106, 2.149, 1.818)
H (-1.478, 2.061, 2.520)
H (0.696, 2.338, 3.766)
H (2.059, 3.028, 3.888)
H (0.925, -1.261, -0.876)
H (0.761, 1.695, 0.754)
H (1.820, -3.145, 2.834)
H (0.579, -3.253, 1.529)
H (2.277, -2.913, 1.098)
H (0.466, -1.182, 4.298)
H (-0.182, 0.311, 3.506)
H (-0.907, -1.282, 3.125)
H (1.477, 3.431, -3.138)
H (0.072, 3.384, -2.008)
H (1.727, 3.481, -1.346)
H (0.730, 1.132, -4.477)
H (0.435, -0.442, -3.627)
H (-0.742, 0.889, -3.461)
C (-3.365, -0.173, 1.931)
Si (-3.158, 0.536, 0.215)
C (-4.756, 0.171, -0.694)
C (-3.123, 2.408, 0.203)
C (-1.647, -0.142, -0.721)
Si (-1.972, -1.912, -1.441)
C (-2.973, -1.740, -3.021)
C (-0.508, -2.946, -2.002)
C (-2.828, -3.061, -0.239)
H (-4.304, 0.218, 2.373)
H (-2.527, 0.123, 2.574)
H (-3.424, -1.278, 1.893)
H (-5.604, 0.619, -0.140)
H (-4.715, 0.620, -1.707)
H (-4.937, -0.918, -0.776)
H (-2.203, 2.817, 0.639)
H (-3.180, 2.751, -0.849)
H (-4.011, 2.786, 0.754)
H (-1.664, 0.502, -1.607)
H (-2.399, -1.129, -3.748)
H (-3.142, -2.746, -3.457)
H (-3.951, -1.263, -2.848)
H (0.114, -3.244, -1.131)
H (-0.892, -3.879, -2.466)
H (0.106, -2.424, -2.755)
H (-2.187, -3.203, 0.654)
H (-3.814, -2.669, 0.063)
H (-2.982, -4.042, -0.736)

Computed properties:
Kohn-Sham gap (alpha / beta) = 5.73 / 5.67 eV
Spin multiplicity = 5
LUMO level (alpha / beta) = -0.6 / -0.6 eV

=====

[5]
Entry from the OMol25 dataset: a structure of composition C18H45AlBrN3O6P at a distorted geometry (ωB97M-V with the def2-TZVPD basis set).

CARTESIAN COORDINATES (ANGSTROEM)
C (-1.669, -3.929, -1.197)
C (-1.936, -4.956, -0.019)
C (-1.205, -4.597, 1.346)
Br (-1.387, -6.240, 2.506)
Al (0.749, -3.992, 1.173)
N (1.178, -2.997, 2.739)
C (1.322, -1.751, 2.527)
C (0.151, -0.713, 2.341)
C (2.782, -1.123, 2.487)
P (2.049, -5.980, 1.135)
O (3.305, -5.752, -0.051)
O (1.116, -7.287, 0.497)
H (-1.037, -3.057, -0.916)
H (-2.679, -3.493, -1.523)
H (-1.274, -4.485, -2.081)
H (-3.043, -4.902, 0.201)
H (-1.713, -6.008, -0.343)
H (-1.856, -3.828, 1.849)
H (1.043, -3.246, -0.199)
H (-0.634, -1.048, 1.623)
H (0.542, 0.302, 2.053)
H (-0.319, -0.574, 3.352)
H (2.676, -0.052, 2.840)
H (3.475, -1.633, 3.192)
H (3.169, -1.077, 1.441)
H (3.706, -6.605, -0.246)
H (1.650, -7.836, -0.087)
C (-5.290, 1.004, -5.712)
O (-4.515, 1.362, -4.582)
C (-5.247, 2.069, -3.585)
C (-5.465, 1.208, -2.346)
N (-6.412, 0.126, -2.608)
C (-6.456, -0.897, -1.560)
C (-5.175, -1.689, -1.272)
O (-4.778, -2.561, -2.319)
C (-4.044, -1.937, -3.361)
H (-4.609, 0.661, -6.491)
H (-5.977, 0.186, -5.476)
H (-5.854, 1.860, -6.095)
H (-6.194, 2.459, -3.974)
H (-4.632, 2.927, -3.300)
H (-5.851, 1.835, -1.537)
H (-4.487, 0.820, -2.041)
H (-6.168, -0.323, -3.480)
H (-7.227, -1.613, -1.860)
H (-6.804, -0.433, -0.632)
H (-5.387, -2.339, -0.418)
H (-4.342, -1.050, -0.961)
H (-3.417, -1.119, -2.999)
H (-4.729, -1.583, -4.136)
H (-3.398, -2.688, -3.819)
C (6.245, 5.511, 3.999)
O (5.889, 5.905, 2.685)
C (6.668, 5.282, 1.667)
C (5.844, 4.266, 0.884)
N (5.534, 3.091, 1.695)
C (4.520, 2.210, 1.110)
C (3.118, 2.787, 0.877)
O (2.400, 3.082, 2.067)
C (2.708, 4.333, 2.654)
H (5.747, 6.183, 4.697)
H (5.910, 4.491, 4.209)
H (7.326, 5.584, 4.156)
H (7.580, 4.830, 2.072)
H (6.974, 6.077, 0.981)
H (6.406, 3.954, -0.001)
H (4.932, 4.775, 0.550)
H (5.208, 3.392, 2.603)
H (4.418, 1.361, 1.791)
H (4.904, 1.810, 0.166)
H (2.536, 2.012, 0.370)
H (3.122, 3.649, 0.201)
H (2.955, 5.094, 1.909)
H (3.523, 4.225, 3.374)
H (1.831, 4.670, 3.211)

Computed properties:
Total charge = -1
Kohn-Sham gap = 5.28 eV
Spin multiplicity = 1
LUMO level = 2.2 eV

=====

[6]
Entry from the OMol25 dataset: a structure of composition C18H45AlO12P3 at a distorted geometry (ωB97M-V with the def2-TZVPD basis set).

CARTESIAN COORDINATES (ANGSTROEM)
Al (-0.626, -0.652, -0.055)
C (-5.986, 0.299, 4.207)
C (-4.928, -0.781, 4.306)
O (-3.847, -0.601, 3.361)
P (-2.332, -0.881, 3.749)
O (-1.306, -0.533, 2.723)
O (-2.406, -2.423, 4.124)
C (-1.295, -3.275, 4.396)
C (-1.200, -3.625, 5.892)
O (-2.137, -0.127, 5.167)
C (-2.602, 1.221, 5.408)
C (-1.758, 1.684, 6.601)
H (-6.933, -0.064, 4.600)
H (-5.646, 1.198, 4.732)
H (-6.196, 0.622, 3.186)
H (-4.525, -0.960, 5.303)
H (-5.414, -1.727, 4.034)
H (-1.243, -4.138, 3.729)
H (-0.390, -2.711, 4.139)
H (-0.143, -3.693, 6.156)
H (-1.657, -2.841, 6.489)
H (-1.590, -4.622, 6.086)
H (-2.397, 1.800, 4.501)
H (-3.665, 1.276, 5.655)
H (-1.989, 2.693, 6.943)
H (-2.086, 1.048, 7.428)
H (-0.687, 1.555, 6.483)
C (2.223, 6.276, -0.557)
C (0.752, 5.860, -0.585)
O (0.599, 4.490, -0.243)
P (0.105, 3.380, -1.277)
O (-0.085, 2.076, -0.627)
O (-1.218, 4.020, -1.916)
C (-2.472, 3.910, -1.187)
C (-3.216, 5.211, -1.480)
O (1.138, 3.472, -2.490)
C (1.332, 2.444, -3.477)
C (0.215, 2.499, -4.495)
H (2.907, 5.624, -1.105)
H (2.268, 7.251, -1.051)
H (2.698, 6.369, 0.420)
H (0.218, 6.461, 0.160)
H (0.316, 6.119, -1.551)
H (-3.068, 3.072, -1.553)
H (-2.202, 3.778, -0.137)
H (-3.346, 5.264, -2.564)
H (-4.231, 5.140, -1.085)
H (-2.742, 6.140, -1.175)
H (2.312, 2.558, -3.938)
H (1.372, 1.472, -2.976)
H (0.293, 3.318, -5.208)
H (0.229, 1.589, -5.103)
H (-0.769, 2.551, -4.030)
C (2.543, -1.243, -5.843)
C (1.858, -1.433, -4.501)
O (2.161, -2.762, -4.016)
P (2.083, -3.090, -2.460)
O (1.045, -2.397, -1.662)
O (1.844, -4.686, -2.529)
C (1.819, -5.465, -1.347)
C (2.690, -6.703, -1.578)
O (3.546, -2.960, -1.867)
C (4.684, -3.644, -2.463)
C (5.462, -2.713, -3.346)
H (2.592, -0.164, -6.006)
H (3.555, -1.639, -5.774)
H (2.050, -1.667, -6.715)
H (2.302, -0.711, -3.805)
H (0.786, -1.224, -4.519)
H (2.275, -4.914, -0.519)
H (0.831, -5.794, -1.008)
H (2.604, -7.379, -0.724)
H (2.409, -7.311, -2.439)
H (3.737, -6.429, -1.693)
H (5.271, -4.016, -1.621)
H (4.331, -4.489, -3.062)
H (5.771, -1.834, -2.767)
H (6.340, -3.167, -3.794)
H (4.770, -2.255, -4.059)

Computed properties:
Total charge = +3
Kohn-Sham gap = 1.93 eV
Spin multiplicity = 1
LUMO level = -15.7 eV
ΔE to the lowest compared entry with this formula, charge and spin = 4.5 kcal/mol